(1)
{"formula": "C3H4O", "method": "ωB97M-V with the def2-TZVPD basis set", "relative_energy_kcal_mol": 21.3, "e_tot_ev": -5221.2135, "charge": 0, "species": ["C", "C", "C", "O", "H", "H", "H", "H"], "coordinates": [[-0.7099, 0.5602, 0.3449], [0.6343, 0.4260, -0.2284], [-0.1727, -0.8579, 0.0002], [-1.5214, 1.3715, 0.7543], [1.4926, 0.6061, 0.4034], [0.7946, 0.7420, -1.2505], [-0.6029, -1.3538, -0.8522], [0.0853, -1.4941, 0.8284]], "forces_ev_per_angstrom": [[0.06, 0.44, -0.01], [0.18, 0.41, -0.05], [-1.46, 1.36, 0.71], [1.14, -1.99, -0.64], [0.06, 0.00, 0.14], [-0.06, 0.02, -0.11], [-0.05, -0.11, -0.19], [0.12, -0.14, 0.15]], "mulliken_charge": [0.50, -0.44, -0.52, -0.50, 0.24, 0.23, 0.24, 0.24]}

(2)
{"formula": "C3H4O2", "method": "ωB97M-V with the def2-TZVPD basis set", "relative_energy_kcal_mol": 71.3, "e_tot_ev": -7267.5948, "charge": 0, "species": ["C", "C", "C", "H", "H", "H", "H", "O", "O"], "coordinates": [[-0.0826, -0.3018, 0.0151], [-0.7159, -0.6125, 1.1432], [0.5629, 1.0183, -0.1537], [0.2276, -0.4559, -2.2565], [-0.7024, 0.0580, 2.0373], [-1.3752, -1.5342, 1.2572], [1.3583, 1.3750, 0.4651], [-0.0703, -0.9806, -1.1917], [0.7975, 1.4338, -1.3160]], "forces_ev_per_angstrom": [[-0.35, 1.35, -2.34], [-1.26, -1.37, 0.92], [3.05, -0.17, -4.22], [-1.17, -1.27, 5.89], [0.31, -0.56, -1.12], [1.17, 1.26, -0.31], [-0.46, 0.70, 2.09], [0.22, 0.48, -2.88], [-1.51, -0.43, 1.98]], "mulliken_charge": [0.65, -0.75, 0.00, 0.44, 0.25, 0.26, 0.32, -0.64, -0.52]}

(3)
{"formula": "C3H4O2", "method": "ωB97M-V with the def2-TZVPD basis set", "relative_energy_kcal_mol": 64.9, "e_tot_ev": -7267.8718, "charge": 0, "species": ["C", "C", "C", "H", "H", "H", "H", "O", "O"], "coordinates": [[0.6644, 0.8093, -1.0328], [-0.5149, 0.6105, -0.3573], [-0.3540, -1.1402, 1.1076], [1.3814, -0.0399, -1.0800], [0.7603, 1.6226, -1.9253], [-1.0757, 1.5804, -0.2235], [-0.8643, -1.8268, 1.7985], [-0.8814, -0.1596, 0.6710], [0.8842, -1.4563, 1.0418]], "forces_ev_per_angstrom": [[-0.94, -1.40, -1.81], [2.29, 5.81, -1.20], [8.97, -8.24, 4.16], [-0.25, 0.96, 0.19], [-0.52, -1.89, 2.73], [-0.16, -1.42, -0.75], [-1.06, 0.64, -0.39], [-4.68, 4.23, -2.12], [-3.64, 1.32, -0.81]], "mulliken_charge": [-0.49, -0.07, 0.17, 0.26, 0.24, 0.25, 0.37, -0.18, -0.56]}

no.,highest occupied orbital energy (eV)
1,-9.181
2,-9.588
3,-10.082